(1)
{"formula": "C6H14BrN2", "method": "ωB97M-V/def2-TZVPD", "species": ["C", "C", "C", "C", "C", "C", "N", "N", "Br", "H", "H", "H", "H", "H", "H", "H", "H", "H", "H", "H", "H", "H", "H"], "xyz": [[0.39571, -1.35491, -0.11293], [0.75865, -2.64857, -0.73494], [-1.43441, 0.45042, 2.26727], [-2.17436, 1.17533, -0.09665], [2.53548, 1.24949, -1.63530], [-1.11224, 0.43914, 0.77606], [2.13327, 0.91974, -0.36264], [-0.79208, -0.96446, 0.29165], [3.39373, 0.80676, 0.92986], [0.22771, -2.60957, -1.68920], [0.33665, -3.54083, -0.34881], [1.73349, -2.85684, -1.03126], [-1.19220, 1.42091, 2.66043], [-2.42625, 0.32772, 2.48799], [-0.93892, -0.26171, 2.87886], [-2.71524, 0.36648, -0.68325], [-1.65206, 1.94910, -0.81082], [-2.91193, 1.71968, 0.57854], [3.63126, 1.42150, -1.89849], [1.98832, 0.46988, -2.30868], [2.08029, 2.12446, -1.87789], [-0.23971, 1.00773, 0.60228], [-1.62514, -1.61145, 0.11792]], "relative_energy_kj_mol": 0.00, "multiplicity": 3, "orbital_gap_ha": [0.3022, 0.2624], "charge": 1, "homo_ev": [-12.529, -13.130]}



(2)
{"formula": "C6H14Cl", "method": "ωB97M-V/def2-TZVPD", "species": ["Cl", "H", "C", "C", "C", "C", "C", "C", "H", "H", "H", "H", "H", "H", "H", "H", "H", "H", "H", "H", "H"], "xyz": [[3.93541, 0.85487, 1.63851], [3.20711, 0.78447, 0.63588], [1.37263, 0.84037, -0.94096], [0.29441, 1.02248, 0.03385], [-0.61670, -0.20064, 0.02108], [-1.40410, -0.26830, -1.29759], [-1.58392, -0.01090, 1.18518], [0.13968, -1.51765, 0.20197], [2.08834, 1.69884, -1.10560], [1.65676, -0.15156, -1.26412], [0.60055, 1.38767, 1.03037], [-0.26767, 1.90350, -0.42299], [-0.78157, -0.45302, -2.19826], [-2.13821, -1.07712, -1.21469], [-1.97361, 0.66628, -1.44083], [-1.01166, -0.02631, 2.12186], [-2.10877, 0.94192, 1.04887], [-2.32204, -0.81295, 1.17520], [0.76550, -1.44807, 1.10491], [-0.61147, -2.31550, 0.34944], [0.75931, -1.81837, -0.66207]], "relative_energy_kj_mol": 24.47, "multiplicity": 2, "orbital_gap_ha": [0.3374, 0.4123], "homo_ev": [-8.338, -11.188]}



(3)
{"formula": "C6H14ClN2O2", "method": "ωB97M-V/def2-TZVPD", "species": ["Cl", "C", "O", "N", "C", "C", "H", "H", "H", "H", "H", "H", "H", "C", "O", "N", "C", "C", "H", "H", "H", "H", "H", "H", "H"], "xyz": [[8.02316, 23.08137, 8.47213], [8.02918, 20.63248, 11.56666], [8.72756, 21.21122, 12.33201], [7.14339, 19.70945, 11.87991], [6.46695, 18.94856, 10.79299], [6.86622, 19.27538, 13.23249], [8.07143, 20.88279, 10.49532], [6.78840, 19.25029, 9.79613], [5.37712, 18.95190, 10.81216], [6.59708, 17.87947, 10.96094], [5.80415, 19.29256, 13.47705], [7.17349, 18.23235, 13.30842], [7.39625, 19.73652, 14.06587], [7.07605, 22.36628, 4.70641], [6.08077, 21.72907, 4.42179], [7.58105, 23.43701, 4.08724], [8.63203, 24.24825, 4.70780], [6.98353, 23.90521, 2.84913], [7.64648, 22.13958, 5.62042], [9.58970, 24.04297, 4.22945], [8.74123, 24.01095, 5.76604], [8.36973, 25.30309, 4.62652], [7.80534, 24.18646, 2.19062], [6.39873, 23.15323, 2.31938], [6.24687, 24.70072, 2.96132]], "relative_energy_kj_mol": 73.35, "multiplicity": 2, "orbital_gap_ha": [0.3713, 0.1869], "homo_ev": [-9.381, -9.381]}



(4)
{"formula": "C6H14ClN2O2Pt", "method": "ωB97M-V/def2-TZVPD", "species": ["Pt", "Cl", "C", "C", "O", "N", "C", "H", "H", "H", "H", "H", "H", "H", "C", "C", "O", "N", "C", "H", "H", "H", "H", "H", "H", "H"], "xyz": [[-1.42099, 7.69777, -11.35793], [-3.71248, 8.69167, -11.73122], [0.10535, 9.66168, -7.48966], [-0.81069, 9.83087, -8.66247], [-1.03384, 8.89880, -9.47959], [-1.29299, 11.05286, -8.82084], [-2.39269, 11.33029, -9.62470], [-0.17147, 9.03109, -6.64478], [0.36647, 10.64775, -7.10551], [1.02160, 9.22759, -7.88986], [-1.09823, 11.70715, -8.07647], [-3.24665, 10.79721, -9.20676], [-2.25127, 10.87953, -10.60701], [-2.64721, 12.38784, -9.69472], [-5.72499, 10.06563, -14.75187], [-6.98495, 9.70927, -13.90397], [-8.08662, 9.85001, -14.42654], [-6.82829, 9.23779, -12.63036], [-7.93680, 8.95216, -11.81069], [-5.11848, 9.18676, -14.97058], [-5.10766, 10.83391, -14.28630], [-6.06261, 10.50036, -15.69269], [-5.91204, 9.03519, -12.25681], [-7.62710, 8.62967, -10.81661], [-8.42104, 8.05824, -12.20378], [-8.64768, 9.76204, -11.64683]], "relative_energy_kj_mol": 0.00, "multiplicity": 4, "orbital_gap_ha": [0.2949, 0.2391], "homo_ev": [-7.845, -8.954]}



(5)
{"formula": "C6H14ClO6RhS2", "method": "ωB97M-V/def2-TZVPD", "species": ["Rh", "O", "S", "O", "O", "O", "O", "Cl", "C", "C", "C", "S", "O", "C", "C", "C", "H", "H", "H", "H", "H", "H", "H", "H", "H", "H", "H", "H", "H", "H"], "xyz": [[-0.94030, -2.08673, 1.06838], [-1.55337, -5.66472, -0.23859], [-2.24883, -4.42682, 0.09262], [-3.65975, -4.48344, -0.25637], [-1.55303, -3.23053, -0.60505], [-2.02804, -4.01080, 1.53813], [-0.13495, -1.61050, 2.58059], [-2.77937, -0.18168, 1.01175], [-1.77522, 1.04485, -2.30148], [-0.65099, 1.94115, -1.79024], [0.65607, 1.19129, -1.53642], [0.44205, -0.03797, -0.21618], [1.64804, -0.93334, -0.22403], [0.57536, 1.07751, 1.23640], [1.90392, 0.91325, 1.95647], [3.09544, 1.47473, 1.19037], [-2.66939, 1.63403, -2.51264], [-2.05050, 0.29095, -1.56134], [-1.47724, 0.53261, -3.22099], [-0.97679, 2.42098, -0.86160], [-0.44623, 2.75169, -2.49820], [1.48807, 1.85329, -1.28448], [0.93488, 0.57611, -2.39576], [-0.25700, 0.76406, 1.86554], [0.41226, 2.10200, 0.88963], [2.03465, -0.15071, 2.15693], [1.80782, 1.40305, 2.93070], [3.24439, 0.91249, 0.26890], [4.01380, 1.40268, 1.77946], [2.94426, 2.53055, 0.93751]], "relative_energy_kj_mol": 108.91, "multiplicity": 5, "orbital_gap_ha": [0.1913, 0.2387], "charge": -2, "homo_ev": [-0.616, -1.924]}



(6)
{"formula": "C6H14CsO4S", "method": "ωB97M-V/def2-TZVPD", "species": ["Cs", "C", "C", "C", "S", "O", "O", "C", "H", "H", "H", "H", "H", "H", "H", "H", "C", "C", "O", "O", "H", "H", "H", "H", "H", "H"], "xyz": [[-1.22434, -0.04641, -3.07654], [2.75060, -2.17373, 0.91712], [3.20368, -0.77895, 1.36418], [3.26702, 0.13092, 0.14601], [2.36311, -0.72711, -1.15443], [3.29847, -1.39670, -2.00399], [1.35310, 0.13882, -1.74212], [1.61609, -1.91577, -0.04739], [2.45396, -2.80554, 1.75394], [3.55374, -2.71819, 0.41491], [4.14798, -0.78734, 1.90603], [2.47413, -0.39353, 2.08106], [4.25454, 0.32478, -0.26713], [2.77094, 1.09238, 0.27714], [1.20725, -2.76141, -0.59661], [0.79232, -1.37837, 0.43391], [-3.15973, 1.03001, -0.23359], [-4.59142, 1.41462, 0.10294], [-4.53016, 2.77168, 0.48226], [-2.51410, 2.01326, -1.07599], [-3.00382, 0.03138, -0.64732], [-2.59885, 1.02706, 0.71055], [-4.90297, 0.78082, 0.94258], [-5.27222, 1.26001, -0.73987], [-5.42099, 3.12962, 0.53636], [-2.28830, 2.73769, -0.48400]], "relative_energy_kj_mol": 16.80, "orbital_gap_ha": 0.3797, "charge": 1, "homo_ev": -13.431}



(7)
{"formula": "C6H14CuN4O", "method": "ωB97M-V/def2-TZVPD", "species": ["Cu", "O", "C", "N", "C", "N", "C", "C", "N", "N", "C", "C", "H", "H", "H", "H", "H", "H", "H", "H", "H", "H", "H", "H", "H", "H"], "xyz": [[2.61314, -0.56290, -1.10653], [5.22157, 1.23239, 1.92926], [4.52225, 0.75108, 1.11537], [3.77697, 0.23815, 0.24803], [1.09734, 0.31599, 1.48948], [-0.22072, 0.39903, 0.85442], [-0.82795, 1.72191, 1.00533], [-0.38045, -0.24910, -0.35199], [0.64682, -0.55962, -1.07338], [-1.67674, -0.54337, -0.70284], [-2.06539, -0.82802, -2.07430], [-2.66141, -0.92322, 0.30605], [1.04814, 0.67746, 2.52242], [1.83572, 0.91781, 0.94813], [1.44402, -0.72259, 1.52886], [-0.21482, 2.48390, 0.51149], [-0.91445, 1.97983, 2.06634], [-1.83362, 1.77068, 0.57761], [0.34884, -1.06779, -1.90318], [-1.83470, -1.86708, -2.33006], [-1.54572, -0.16619, -2.77530], [-3.13950, -0.66698, -2.21854], [-2.19335, -1.22447, 1.24935], [-3.26144, -1.77525, -0.03345], [-3.34071, -0.08795, 0.50219], [3.55618, -1.24370, -2.28478]], "orbital_gap_ha": 0.1781, "charge": -1, "homo_ev": -2.244}



(8)
{"formula": "C6H14FO8", "method": "ωB97M-V/def2-TZVPD", "species": ["O", "H", "H", "H", "O", "H", "H", "H", "O", "H", "H", "H", "O", "H", "H", "H", "C", "C", "C", "O", "C", "C", "C", "O", "O", "O", "H", "H", "F"], "xyz": [[0.63681, 2.48971, -1.31647], [0.42673, 3.09351, -0.58208], [1.32285, 1.83772, -1.02061], [-0.08909, 1.89727, -1.69773], [-0.72529, -0.53776, 2.76067], [-0.23931, 0.31178, 2.53856], [-1.57242, -0.37449, 3.23462], [-1.06636, -1.13327, 1.92597], [1.68737, 3.05136, 3.09756], [2.52574, 3.58077, 3.06271], [1.70305, 2.61862, 3.99114], [1.75343, 2.26638, 2.41871], [2.48418, -0.67983, -0.04532], [2.35536, -0.51379, -1.02838], [1.74821, -0.22835, 0.49501], [2.42932, -1.64067, 0.17012], [-2.17246, -1.96320, -2.71468], [-2.57742, -2.21276, -1.39151], [-1.65879, -1.78159, -0.26133], [-1.95001, -1.81269, 0.96294], [-0.47622, -1.10091, -0.56487], [-0.23335, -0.65653, -1.84002], [-1.08178, -1.12516, -3.03988], [-0.77604, -0.77673, -4.15574], [0.66704, 0.19828, -2.06676], [-3.56805, -2.84988, -1.11089], [-2.81551, -2.34989, -3.48966], [0.17915, -0.76749, 0.23510], [1.08285, 1.15959, 1.43279]], "orbital_gap_ha": 0.1222, "charge": 1, "homo_ev": -8.615}



(9)
{"formula": "C6H14IN2O", "method": "ωB97M-V/def2-TZVPD", "species": ["C", "C", "C", "C", "C", "C", "N", "N", "O", "I", "H", "H", "H", "H", "H", "H", "H", "H", "H", "H", "H", "H", "H", "H"], "xyz": [[1.02083, -1.39489, 2.47935], [1.67109, -0.12835, 1.89562], [-1.14067, -0.05548, -2.46239], [-0.00911, 0.30490, -1.55932], [-0.27925, 1.49750, -0.66239], [0.75836, 1.57933, 0.45758], [2.05529, -1.02249, 0.77338], [-0.39880, -1.70572, 2.11961], [0.50545, 0.59712, 1.48710], [3.88264, -1.77072, 0.63954], [1.63006, -2.28299, 2.95811], [2.53149, 0.43763, 2.44530], [-1.39325, 0.45309, -3.43654], [-0.85448, -1.16854, -2.66247], [-2.04981, -0.06674, -1.94204], [0.24536, -0.52136, -0.79312], [0.81076, 0.44670, -2.18907], [-0.45901, 2.38348, -1.16612], [-1.18987, 1.20374, -0.16437], [1.62695, 1.46219, -0.20812], [0.76547, 2.62930, 0.92601], [-0.64920, -0.88405, 1.54767], [-0.84805, -1.66325, 2.98807], [-0.29564, -2.66928, 1.80201]], "relative_energy_kj_mol": 531.14, "orbital_gap_ha": [0.2984, 0.2983], "charge": 1, "homo_ev": [-12.866, -12.863]}



(10)
{"formula": "C6H14IrO3", "method": "ωB97M-V/def2-TZVPD", "species": ["H", "C", "O", "C", "C", "O", "C", "C", "O", "C", "H", "H", "H", "H", "H", "H", "H", "H", "H", "H", "H", "H", "H", "Ir"], "xyz": [[-1.46491, -2.04803, -0.94657], [-0.86481, -2.29386, 2.40393], [-0.68167, -1.06375, 1.71418], [-0.21370, 0.01528, 2.52160], [-0.10309, 1.20432, 1.64679], [0.55180, 0.92679, 0.48554], [0.70698, 1.96857, -0.48310], [1.02495, 1.28402, -1.78887], [0.05826, 0.25505, -1.98266], [0.10151, -0.34324, -3.27604], [-1.02054, -3.06590, 1.64372], [0.03153, -2.52214, 2.99726], [-1.74532, -2.22457, 3.05643], [0.76705, -0.27696, 2.94316], [-0.92616, 0.20624, 3.33745], [-0.26018, 2.23788, 1.95231], [1.53169, 2.62312, -0.17591], [-0.22240, 2.54812, -0.56121], [2.02961, 0.83549, -1.76926], [0.96588, 2.01154, -2.61038], [-0.73027, -1.05302, -3.33265], [-0.01212, 0.43445, -4.04231], [1.05318, -0.87510, -3.41491], [-0.57726, -0.78431, -0.31851]], "relative_energy_kj_mol": 20.27, "multiplicity": 6, "orbital_gap_ha": [0.3335, 0.2729], "charge": 2, "homo_ev": [-16.204, -19.395]}



(11)
{"formula": "C6H14MnO3", "method": "ωB97M-V/def2-TZVPD", "species": ["H", "C", "H", "H", "H", "C", "O", "C", "C", "O", "C", "C", "O", "H", "H", "H", "H", "H", "H", "H", "H", "H", "H", "Mn"], "xyz": [[4.92092, 0.57691, 0.37963], [4.46497, 1.55004, 0.16858], [5.10335, 2.32367, -0.26424], [3.99281, 1.93007, 1.07779], [4.09989, 1.07145, -1.38243], [-1.11602, 3.94342, -4.23878], [-0.51509, 2.87277, -3.52729], [0.56635, 3.22909, -2.62724], [1.16126, 1.94660, -2.08230], [0.36249, 1.57467, -0.94005], [1.00893, 0.77846, 0.01094], [2.27520, 0.20916, -0.59858], [3.14493, 1.36598, -0.86276], [-1.80939, 3.51891, -4.97089], [-1.66544, 4.57622, -3.52848], [-0.33915, 4.51698, -4.76361], [0.15579, 3.86636, -1.83028], [1.30803, 3.77127, -3.23186], [2.17153, 1.89984, -2.51548], [0.38870, -0.07641, 0.31089], [1.21044, 1.37858, 0.91351], [2.05597, -0.21680, -1.58426], [2.78636, -0.47606, 0.08559], [-0.31859, 0.90494, -3.39068]], "relative_energy_kj_mol": 222.59, "multiplicity": 6, "orbital_gap_ha": [0.2468, 0.2663], "charge": 2, "homo_ev": [-14.918, -15.535]}



(12)
{"formula": "C6H14N2", "method": "ωB97M-V/def2-TZVPD", "species": ["C", "C", "C", "C", "C", "C", "N", "N", "H", "H", "H", "H", "H", "H", "H", "H", "H", "H", "H", "H", "H", "H"], "xyz": [[-1.76268, -0.29845, -0.87388], [-0.18863, -1.88772, 0.41431], [0.38731, 0.81742, 1.50729], [0.57308, 1.87754, -0.81789], [-0.29910, -0.64583, -0.49132], [0.49432, 0.52048, 0.00224], [2.58524, -1.19142, 0.10720], [2.34254, -0.03682, -0.09043], [-2.42359, -0.81496, -0.11139], [-2.09001, -0.70354, -1.78426], [-1.88336, 0.79978, -0.84591], [0.89239, -2.08165, 0.73001], [-0.54971, -1.86272, 1.49484], [-0.70537, -2.73947, -0.00826], [1.19947, 1.39106, 1.90375], [0.40271, -0.19799, 1.94481], [-0.57086, 1.39677, 1.66466], [-0.46107, 2.15852, -0.78238], [1.34241, 2.53657, -0.36009], [0.79362, 1.52668, -1.79612], [0.20739, -0.91721, -1.44278], [3.60177, -1.42236, 0.02584]], "relative_energy_kj_mol": 346.10, "orbital_gap_ha": 0.3185, "homo_ev": -7.590}



What is the formula in the tenth record? C6H14IrO3